The following is a quantum chemistry calculation of 13 unconnected molecules or ions with the total composition C42H99N21O4P4 in a non-equilibrium geometry, from the Open Molecules 2025 dataset.

Output
LUMO level	-0.033	eV
Kohn-Sham gap	8.21	eV

Element x y z (Å)
O 24.887 -10.870 -0.381
P 23.541 -11.535 -0.345
N 22.184 -10.397 -0.359
C 22.039 -9.368 0.684
C 21.759 -9.833 -1.632
N 23.281 -12.479 1.072
C 24.348 -13.318 1.555
C 21.926 -12.823 1.614
N 23.204 -12.684 -1.614
C 24.198 -13.018 -2.660
C 21.993 -13.470 -1.866
H 22.240 -9.855 1.638
H 21.029 -9.039 0.929
H 22.637 -8.469 0.535
H 22.215 -8.849 -1.739
H 20.729 -9.477 -1.623
H 21.917 -10.574 -2.416
H 24.522 -14.114 0.831
H 25.281 -12.758 1.508
H 24.146 -13.677 2.564
H 21.525 -13.723 1.146
H 21.972 -12.926 2.698
H 21.299 -11.954 1.418
H 24.487 -14.063 -2.547
H 23.739 -12.943 -3.646
H 25.035 -12.322 -2.609
H 21.292 -13.410 -1.034
H 22.263 -14.521 -1.964
H 21.452 -13.187 -2.769
O 17.252 -24.909 -0.407
P 16.651 -24.123 -1.491
N 16.972 -22.470 -1.496
C 16.518 -21.501 -2.498
C 17.644 -21.863 -0.368
N 14.872 -24.314 -1.365
C 14.409 -25.666 -1.427
C 14.224 -23.540 -0.225
N 17.160 -24.566 -3.162
C 18.567 -24.473 -3.462
C 16.268 -24.215 -4.296
H 17.159 -21.401 -3.373
H 16.504 -20.522 -2.019
H 15.526 -21.648 -2.925
H 17.007 -21.797 0.514
H 18.051 -20.900 -0.677
H 18.546 -22.415 -0.105
H 14.412 -26.021 -2.457
H 15.074 -26.257 -0.797
H 13.362 -25.758 -1.137
H 14.671 -23.837 0.723
H 14.413 -22.487 -0.436
H 13.154 -23.695 -0.090
H 19.191 -24.931 -2.695
H 18.798 -25.013 -4.381
H 18.883 -23.430 -3.488
H 16.516 -23.174 -4.506
H 15.190 -24.263 -4.144
H 16.517 -24.806 -5.178
O 19.960 -19.522 0.104
P 21.182 -19.509 -0.783
N 22.058 -18.004 -0.963
C 23.046 -17.800 -2.006
C 22.288 -17.189 0.206
N 20.921 -20.036 -2.362
C 20.116 -19.129 -3.217
C 20.774 -21.433 -2.669
N 22.420 -20.615 -0.313
C 23.815 -20.500 -0.608
C 22.081 -21.730 0.504
H 24.100 -17.801 -1.727
H 22.799 -16.820 -2.416
H 22.926 -18.478 -2.851
H 22.513 -16.142 0.004
H 23.127 -17.684 0.694
H 21.466 -17.214 0.922
H 20.174 -18.072 -2.960
H 20.382 -19.268 -4.265
H 19.054 -19.373 -3.228
H 21.770 -21.822 -2.458
H 20.089 -21.863 -1.938
H 20.465 -21.713 -3.676
H 24.076 -20.210 -1.626
H 24.210 -19.750 0.078
H 24.399 -21.414 -0.505
H 22.373 -21.494 1.527
H 22.517 -22.671 0.169
H 20.993 -21.693 0.447
O 28.225 -23.623 0.023
P 28.914 -22.345 -0.175
N 30.115 -21.928 1.077
C 30.137 -22.699 2.251
C 31.062 -20.817 1.093
N 27.856 -21.065 -0.265
C 26.975 -20.996 -1.443
C 27.170 -20.714 0.976
N 29.909 -22.298 -1.618
C 30.481 -23.571 -2.046
C 30.625 -21.156 -2.167
H 30.868 -23.503 2.343
H 29.155 -23.153 2.384
H 30.311 -21.997 3.066
H 31.438 -20.599 0.093
H 31.965 -21.079 1.644
H 30.713 -19.832 1.404
H 26.200 -20.244 -1.292
H 27.526 -20.844 -2.371
H 26.437 -21.931 -1.601
H 27.809 -20.931 1.832
H 26.874 -19.668 1.050
H 26.214 -21.228 1.081
H 31.256 -23.853 -1.334
H 29.678 -24.298 -2.165
H 30.953 -23.470 -3.024
H 31.682 -21.172 -1.902
H 30.308 -20.201 -1.749
H 30.468 -21.006 -3.235
C 26.128 -25.926 -0.924
C 24.775 -25.347 -0.859
N 23.704 -24.852 -0.770
H 26.859 -25.147 -1.139
H 26.154 -26.679 -1.712
H 26.366 -26.359 0.048
C 18.020 -16.925 0.548
C 18.827 -16.080 -0.372
N 19.424 -15.402 -1.129
H 17.086 -16.367 0.622
H 18.484 -16.977 1.533
H 17.892 -17.937 0.162
C 19.202 -20.364 -6.653
C 17.998 -19.911 -5.986
N 17.053 -19.581 -5.428
H 18.892 -20.699 -7.643
H 19.684 -21.128 -6.043
H 19.778 -19.444 -6.552
C 23.278 -18.358 -6.036
C 23.489 -17.016 -5.551
N 23.626 -15.920 -5.212
H 24.173 -18.808 -6.466
H 22.557 -18.179 -6.833
H 22.879 -19.022 -5.269
C 20.321 -19.731 3.141
C 21.562 -19.048 3.447
N 22.575 -18.569 3.688
H 20.512 -20.675 2.631
H 19.784 -19.095 2.437
H 19.708 -19.881 4.030
C 25.792 -24.508 2.862
C 24.403 -24.141 2.741
N 23.330 -23.804 2.601
H 25.879 -25.386 2.221
H 26.124 -24.865 3.836
H 26.440 -23.712 2.495
C 20.361 -24.658 1.839
C 19.918 -25.711 2.804
N 19.523 -26.549 3.506
H 21.055 -23.918 2.238
H 19.526 -24.006 1.583
H 20.848 -25.024 0.936
C 20.162 -14.706 -5.056
C 20.091 -16.108 -5.504
N 19.937 -17.148 -5.856
H 20.248 -13.959 -5.846
H 21.007 -14.653 -4.370
H 19.300 -14.328 -4.505
C 22.475 -25.354 -3.762
C 22.061 -25.436 -5.205
N 21.734 -25.542 -6.342
H 22.775 -24.324 -3.569
H 23.111 -26.117 -3.314
H 21.519 -25.651 -3.333